Record 1
Below is a single C3H4O3S2 molecule in a non-equilibrium geometry, with properties calculated with ωB97M-V with the def2-TZVPD basis set.

The value obtained for the electronic energy is -1138.67104 Ha. The orbital gap comes out at 9.29 eV. The LUMO energy comes out at -0.51 eV.

Cartesian coordinates (Å):
C 0.77850 -1.02757 0.71654
C -0.51979 -1.20226 0.75264
C 0.29442 1.34958 -0.53052
O 2.38791 -0.24146 -1.15180
O -2.22619 0.80411 0.52382
O -1.55377 -0.49824 -1.51104
S 1.77608 0.48589 -0.02910
S -1.29514 0.03274 -0.23952
H 1.28471 -1.57958 1.52015
H -1.21172 -1.88686 1.24875
H 0.00733 2.06139 0.23593
H 0.27767 1.70225 -1.53587

Record 2
Below is 4 unconnected molecules or ions with the total composition C34H57F17N4O5S, with properties calculated with ωB97M-V with the def2-TZVPD basis set.

The value obtained for the electronic energy is -4020.74164 Ha. The orbital gap comes out at 8.37 eV. The LUMO energy comes out at 0.21 eV.

Cartesian coordinates (Å):
C -5.59277 -6.14658 2.38880
C -4.80882 -5.24692 2.47869
N -3.91676 -4.22823 2.57909
C -4.13915 -3.10738 1.64472
C -4.18186 -3.49060 0.15758
C -3.54206 -2.45466 -0.74100
F -4.04901 -2.54995 -1.99886
F -3.79440 -1.19159 -0.28349
C -2.00425 -2.62430 -0.85955
F -1.76643 -3.77981 -1.50779
F -1.48706 -2.73084 0.39041
C -1.25948 -1.43561 -1.55346
F -2.05687 -0.85344 -2.46573
F -1.00727 -0.52988 -0.58654
C 0.13080 -1.78890 -2.20348
F 0.94167 -0.73204 -1.98210
F 0.66476 -2.84700 -1.57732
C 0.20395 -1.98415 -3.76090
F -0.10135 -0.81219 -4.34702
F 1.50012 -2.27538 -4.02132
C -0.60936 -3.13448 -4.39808
F -1.91681 -2.95617 -4.17761
F -0.23044 -4.27381 -3.77845
C -0.37064 -3.29380 -5.94994
F 0.40257 -2.30189 -6.42162
F -1.56261 -3.22884 -6.56797
C 0.28108 -4.64145 -6.36583
F 1.44836 -4.81252 -5.76088
F 0.48477 -4.60566 -7.67858
F -0.52310 -5.65683 -6.08600
C -2.54823 -4.68560 2.52865
O -2.07990 -5.32448 1.63579
O -1.85405 -4.24304 3.59840
C -0.67189 -3.49609 3.24723
C 0.17890 -3.29522 4.48671
C 0.44132 -4.56650 5.28474
S 1.58988 -5.75140 4.59540
O 0.94448 -7.00346 4.45824
O 2.81791 -5.63595 5.31677
O 1.86824 -5.22010 3.12317
H -6.30431 -6.93341 2.33577
H -5.08112 -2.64594 1.92626
H -3.37217 -2.36332 1.83884
H -5.22094 -3.53939 -0.16512
H -3.74817 -4.46828 -0.03508
H -0.98866 -2.51797 2.88129
H -0.12087 -4.00198 2.46046
H -0.35913 -2.62235 5.15274
H 1.11144 -2.82759 4.17331
H -0.48268 -5.10660 5.46907
H 0.88173 -4.31855 6.24674
H 2.59937 -4.58530 3.19038
C 0.25228 5.99545 -5.31118
C -0.35620 4.84576 -4.52357
N -1.57501 4.32814 -5.11692
C -2.31009 3.43322 -4.24049
C -1.66591 2.09420 -3.85685
C -1.47190 3.91352 -6.50535
C -0.43998 2.83266 -6.85853
H -0.47900 6.79035 -5.46268
H 1.09914 6.40887 -4.76165
H 0.62256 5.67685 -6.28607
H -0.61529 5.20824 -3.52457
H 0.41422 4.06981 -4.38007
H -3.28390 3.23789 -4.69811
H -2.52460 3.98940 -3.32128
H -1.69055 1.37993 -4.67856
H -2.21820 1.65223 -3.02761
H -0.62944 2.21198 -3.53441
H -1.25706 4.80080 -7.10535
H -2.46434 3.58702 -6.82574
H 0.52133 3.01547 -6.37600
H -0.26819 2.82764 -7.93656
H -0.77375 1.83398 -6.57996
C -1.77119 2.35807 0.43933
C -1.28660 3.78171 0.65276
N -0.07036 3.84751 1.44613
C 0.27190 5.19678 1.85673
C 0.63714 6.21284 0.76651
C 1.03133 3.02045 0.98132
C 1.53791 3.22753 -0.45115
H -1.89220 1.83771 1.39106
H -2.73451 2.36130 -0.07422
H -1.07814 1.79271 -0.17938
H -2.05357 4.34942 1.18638
H -1.17946 4.26108 -0.33512
H 1.09402 5.13211 2.57506
H -0.58184 5.58727 2.41923
H 1.62961 6.03336 0.35420
H 0.63982 7.21909 1.18962
H -0.08157 6.20576 -0.05425
H 0.73126 1.97441 1.08436
H 1.85877 3.14991 1.68434
H 0.71542 3.31052 -1.16068
H 2.14356 2.37027 -0.75408
H 2.16115 4.11594 -0.54841
C 3.36252 -0.53853 6.81420
C 3.71605 -0.57584 5.33541
N 2.99044 0.40450 4.54745
C 3.09506 0.19130 3.11522
C 4.47171 0.33323 2.45453
C 3.10770 1.78213 4.99641
C 4.51280 2.39308 5.08299
H 2.28501 -0.63289 6.95801
H 3.85092 -1.36686 7.32843
H 3.69404 0.38241 7.29423
H 3.44937 -1.56342 4.94504
H 4.80962 -0.49063 5.23368
H 2.39079 0.86769 2.62271
H 2.72184 -0.81985 2.91343
H 4.77837 1.37475 2.36882
H 4.43658 -0.07754 1.44351
H 5.24480 -0.20791 3.00100
H 2.64184 1.85355 5.98182
H 2.48353 2.39523 4.34174
H 5.22503 1.71159 5.55020
H 4.48120 3.29869 5.69134
H 4.90349 2.67362 4.10606

Record 3
Below is a single C2H2N2O3 molecule in a non-equilibrium geometry, with properties calculated with ωB97M-V with the def2-TZVPD basis set.

Its multiplicity is 3. The value obtained for the electronic energy is -412.43245 Ha. The orbital gap (spin up / spin down) comes out at 9.48 / 6.60 eV. The LUMO energy (spin up / spin down) comes out at 0.65 / -4.04 eV.

Cartesian coordinates (Å):
C 1.70775 0.39548 -0.15537
C -1.81824 -0.32649 -0.24627
N 0.59433 -0.23700 -0.48929
N -0.59885 0.51946 -0.22506
O 2.87876 0.22612 -0.33968
O -2.93305 0.05053 -0.30293
O -0.55504 1.72900 -0.06246
H 1.56516 1.32216 0.55650
H -1.65001 -1.44275 -0.35657